1.
A structure of composition C26H76O12 in a non-equilibrium geometry. Source: the OMol25 dataset; level of theory: ωB97M-V/def2-TZVPD.

Computed properties:
E_HOMO = -7.06 eV
M = 580.88 g mol⁻¹

```
114
Properties=species:S:1:pos:R:3:forces:R:3
C 2.7112 2.6024 -2.5315 0.74 0.11 -2.37
C 2.3334 1.2369 -1.9971 1.07 2.33 -0.53
O 1.4023 1.5250 -0.9488 0.18 -2.81 -5.73
H 1.7972 3.1453 -2.7720 1.12 0.47 -0.37
H 3.2576 2.4938 -3.4685 0.16 -0.04 -0.16
H 3.3669 3.2139 -1.9116 -0.12 -0.21 0.39
H 3.2634 0.7838 -1.6537 -0.34 0.94 -0.57
H 1.8192 0.5903 -2.7082 0.12 0.21 -0.28
H 1.8523 1.5355 -0.1008 -1.59 -0.25 -3.45
C 0.1428 0.4691 0.3383 -0.38 -5.17 -1.60
C 0.1765 -0.8340 -0.4790 2.78 0.56 1.76
O -1.0888 -1.2732 -0.7910 6.30 1.49 7.19
H 1.1284 0.8672 0.5794 -2.68 -2.72 1.43
H -0.3680 0.2746 1.2813 0.60 -3.06 -4.34
H -0.3324 1.2660 -0.2337 0.71 -1.44 0.93
H 0.7138 -1.5864 0.0983 -0.43 0.32 -0.15
H 0.8110 -0.6857 -1.3528 -0.10 -0.15 0.30
H -0.9414 -2.0869 -1.2785 -1.92 3.39 2.63
C 1.4292 -3.9453 0.4827 -0.73 -0.61 2.34
C 1.8298 -3.9130 1.9895 0.28 -0.09 -0.25
O 3.1884 -3.4516 2.0948 -0.61 -1.14 0.78
H 0.5159 -4.5366 0.4173 -0.08 -0.30 0.03
H 2.1870 -4.4051 -0.1517 -0.02 0.10 0.43
H 1.1362 -2.9460 0.1608 0.26 -1.17 0.35
H 1.6905 -4.8786 2.4756 0.36 -0.46 -0.30
H 1.1724 -3.2744 2.5795 0.34 0.05 -0.36
H 3.3868 -3.2528 3.0128 -0.07 -0.15 0.20
C -2.2038 -1.6705 -2.4721 -3.62 0.93 -4.06
C -2.7968 -1.5118 -3.8482 -0.06 -0.61 1.14
O -2.9065 -0.1440 -4.1433 -0.69 0.22 -1.90
H -1.2663 -1.1620 -2.2470 -3.16 -0.30 -3.42
H -2.0814 -2.7008 -2.1380 -2.06 0.94 -1.74
H -2.8848 -1.1747 -1.7802 1.03 0.09 -2.18
H -3.7760 -1.9906 -3.8518 -0.29 -0.17 -0.30
H -2.1770 -2.0438 -4.5699 -0.01 0.48 -0.62
H -3.3928 0.3310 -3.4654 0.00 -0.25 0.28
C 1.5360 -2.8715 -2.1050 0.10 -0.16 -0.58
C 0.0929 -2.6062 -2.4798 3.44 -1.41 -1.32
O -0.7375 -3.0685 -1.3867 5.60 -12.36 -2.08
H 1.6876 -3.9248 -1.8691 0.22 0.02 -0.75
H 1.8537 -2.3517 -1.2012 -0.35 -0.06 -1.36
H 2.1567 -2.5223 -2.9302 0.22 -0.27 -0.08
H -0.1527 -3.0945 -3.4229 -0.34 -0.05 0.13
H -0.0178 -1.5302 -2.6143 0.48 -1.15 -0.42
H -0.6978 -4.0277 -1.3833 -0.15 -0.41 0.10
C -0.3469 -1.6521 2.3404 0.83 -0.41 -0.15
C -0.0266 -1.2147 3.7629 -1.30 -1.21 0.32
O -0.8572 -2.0070 4.6018 -0.26 -0.11 0.54
H -1.3051 -1.3271 1.9351 0.69 0.12 0.97
H -0.3676 -2.7208 2.1272 -0.15 -0.03 0.81
H 0.4483 -1.3003 1.6830 -0.32 -0.09 0.50
H -0.3061 -0.1719 3.9128 0.23 -0.23 0.29
H 0.9949 -1.3787 4.1061 0.45 0.09 -0.57
H -0.8784 -1.5562 5.4491 -0.21 -0.17 0.23
C -0.9241 0.7680 -2.5489 1.49 0.63 -1.83
C -0.3790 2.0784 -3.0462 0.33 -1.97 -2.26
O 0.1790 2.8850 -2.0260 11.57 -4.38 -5.85
H -1.2060 0.0840 -3.3494 0.16 1.46 -0.25
H -1.7586 0.9068 -1.8615 0.38 0.45 -2.26
H -0.1560 0.1651 -2.0645 -0.10 1.51 -0.46
H -1.1888 2.6865 -3.4494 0.00 -0.25 -0.23
H 0.2706 1.8703 -3.8964 0.72 0.38 0.00
H 0.9958 2.5288 -1.6689 -0.52 -0.16 1.03
C 2.4229 0.7815 2.3878 0.96 1.03 -0.44
C 2.2850 2.0865 1.5316 0.06 1.67 4.07
O 2.8812 1.9771 0.2527 -0.29 14.48 4.83
H 2.1876 -0.0398 1.7109 0.06 -0.04 1.46
H 1.8011 0.8483 3.2805 -0.08 0.02 -0.32
H 3.4592 0.7093 2.7181 -0.01 -0.29 -0.03
H 2.8361 2.8835 2.0308 -0.53 0.19 0.30
H 1.2225 2.3143 1.4449 0.77 0.68 -0.13
H 3.6367 2.5617 0.1567 0.15 0.54 -0.21
C -2.8661 3.0363 0.1758 0.57 0.08 1.40
C -1.4481 2.8436 -0.3455 -1.94 1.42 -2.74
O -1.4346 3.6188 -1.5439 -10.72 4.95 4.79
H -3.0830 2.4626 1.0769 0.70 1.30 -0.37
H -3.6447 2.6564 -0.4858 0.43 0.56 -0.56
H -2.9681 4.0863 0.4497 -0.50 0.13 -0.52
H -1.3402 1.8037 -0.6540 -0.76 1.94 0.54
H -0.6262 3.1037 0.3216 -0.28 0.46 -0.07
H -0.7231 3.2387 -2.0645 -5.10 4.23 1.08
C 3.5701 -1.8392 0.1395 -0.06 -1.24 -1.03
C 2.9526 -0.5408 -0.2356 2.19 -2.36 1.15
O 3.8986 0.4177 0.1154 5.70 -8.13 -1.25
H 3.8455 -1.9467 1.1886 0.22 0.78 -0.74
H 4.3892 -2.0868 -0.5357 0.32 0.01 0.15
H 2.7996 -2.5949 -0.0131 1.28 0.20 0.29
H 2.0484 -0.5765 0.3720 0.51 0.75 -0.76
H 2.7418 -0.4477 -1.3010 -0.34 -1.55 0.98
H 3.3878 1.1358 0.4962 3.12 -4.10 1.01
C -3.8540 0.5240 1.1584 -0.84 -1.26 -0.65
C -2.9229 -0.4344 0.3942 0.07 0.27 -0.84
C -3.5916 -1.6808 -0.2950 -1.66 -0.67 2.12
O -2.2031 0.3249 -0.6224 -8.16 3.25 5.08
H -4.4946 -0.0407 1.8358 -0.09 -0.10 0.01
H -4.4669 1.0450 0.4229 -0.30 -0.16 0.17
H -3.3604 1.3172 1.7199 -0.16 -1.32 0.27
H -2.2167 -0.8137 1.1328 -0.59 0.21 -0.70
H -4.1640 -2.2949 0.4002 -0.38 0.42 0.67
H -2.9766 -2.4328 -0.7894 -0.14 0.41 1.40
H -4.2776 -1.4044 -1.0956 -0.54 0.25 0.43
H -1.3766 -0.1299 -0.8002 -1.53 0.56 -0.07
C -0.5914 1.3406 2.1312 -1.01 5.57 4.44
C -0.4560 2.5459 3.0744 -1.78 0.98 0.27
C -0.8733 3.9255 2.4578 1.02 -0.39 -0.04
O -1.2319 2.3620 4.2313 -0.59 -0.68 1.06
H -0.0512 0.4948 2.5565 -0.14 1.47 0.12
H -0.1939 1.7091 1.1855 -0.87 1.53 2.43
H -1.6181 1.0495 1.9088 0.10 0.41 0.49
H 0.5750 2.5658 3.4276 0.43 0.41 -0.30
H -0.9385 4.7413 3.1777 0.47 -0.19 0.52
H -1.8282 4.0019 1.9379 0.31 -0.68 0.17
H -0.0717 4.1573 1.7565 -0.15 0.60 -0.13
H -1.0529 3.1199 4.7928 -0.21 0.02 0.25
```
Positions in Å, forces in eV/Å.

***

2.
A cluster of 12 separate species, C26H76O17 in total in a non-equilibrium geometry. Source: the OMol25 dataset; level of theory: ωB97M-V/def2-TZVPD.

Computed properties:
E_HOMO = -9.42 eV
M = 660.88 g mol⁻¹
SMILES string = CC(C)O.CC(C)O.OCCO.OCCO.OCCO.OCCO.OCCO.CCO.CCO.CCO.CCO.CCO

```
119
Properties=species:S:1:pos:R:3:forces:R:3
C -3.1014 2.9528 1.0048 0.73 -0.39 -0.71
C -1.9374 3.9587 1.0558 -0.96 -0.18 0.19
O -1.1222 3.9018 -0.1210 -0.31 -0.06 0.27
H -3.2325 2.3754 1.9200 -0.12 0.42 0.19
H -2.8613 2.1839 0.2705 0.11 -0.04 -0.16
H -4.0245 3.4219 0.6645 -0.01 -0.03 0.26
H -1.3227 3.7990 1.9416 0.08 0.00 0.04
H -2.4032 4.9431 1.1008 0.27 0.24 0.23
H -0.6032 4.7091 -0.0982 0.26 0.03 -0.17
C -0.5353 -3.4458 3.9036 -0.25 -0.20 0.51
C 0.0881 -2.0639 3.7148 0.32 -1.58 -0.24
O -0.1807 -1.6612 2.3983 -0.36 -0.04 0.07
H -0.0100 -4.2481 3.3854 0.44 0.30 -0.13
H -1.5432 -3.5279 3.4968 -0.24 0.39 0.22
H -0.5390 -3.7238 4.9576 -0.19 -0.01 0.08
H 1.1609 -2.2378 3.7988 0.23 0.37 0.35
H -0.2175 -1.3116 4.4420 -0.21 -0.07 0.11
H 0.6458 -1.3543 2.0184 0.23 0.66 -0.98
C -2.1739 1.4163 -4.4993 -0.76 -0.46 0.37
C -0.7851 0.8018 -4.5454 -1.25 0.12 0.48
O -0.7320 -0.2077 -5.5186 0.72 -0.02 -1.14
H -2.5982 1.4888 -5.5007 0.31 0.42 -0.14
H -2.1913 2.3706 -3.9728 0.05 0.11 -0.14
H -2.8787 0.7629 -3.9852 -0.02 -0.17 0.26
H -0.5468 0.3374 -3.5885 0.33 0.51 0.29
H -0.1509 1.6585 -4.7734 0.75 -0.66 -0.24
H -1.2059 -0.9985 -5.2508 -0.05 0.14 0.34
C -0.1206 0.4116 -0.4371 -0.76 -0.08 0.53
C 1.1107 0.7872 0.3809 -1.19 -0.33 -1.72
O 1.6307 -0.4444 0.7906 0.42 -0.56 0.46
H 0.0562 -0.2756 -1.2646 0.65 0.26 -0.18
H -0.6783 1.2752 -0.7995 0.01 -0.09 0.08
H -0.7697 -0.1885 0.2006 -0.33 0.26 0.19
H 0.8418 1.4009 1.2407 0.03 0.31 -0.04
H 1.7854 1.2783 -0.3203 0.39 0.40 0.38
H 2.4834 -0.2689 1.1952 0.67 -0.35 0.27
C 1.7016 2.9239 4.3266 -0.39 0.28 0.13
C 1.1734 2.3084 5.6281 1.05 -0.97 -0.69
O 2.1995 2.3699 6.6462 -0.96 0.19 -0.50
H 1.0280 2.8888 3.4704 -0.47 -0.19 0.20
H 2.5876 2.3877 3.9866 0.21 0.22 0.31
H 1.8923 3.9851 4.4861 0.39 0.06 -0.06
H 1.0550 1.2446 5.4221 -0.16 -0.12 0.26
H 0.2019 2.6743 5.9604 0.11 0.38 0.09
H 2.3638 3.3074 6.7715 0.22 0.12 0.22
C 5.6931 -1.5944 0.6527 -0.44 -0.23 0.72
C 5.2182 -0.2609 1.2522 0.80 -0.10 -2.07
C 4.8724 0.7104 0.1212 0.03 0.72 0.77
O 4.0477 -0.4908 1.9657 -1.26 -0.16 0.87
H 6.6333 -1.5966 0.1012 0.06 0.20 0.32
H 4.9341 -2.0399 0.0097 -0.18 0.40 -0.23
H 5.6990 -2.2825 1.4980 0.70 -0.38 -0.01
H 5.9296 0.1392 1.9746 0.48 0.22 -0.36
H 5.7642 1.1179 -0.3548 0.03 -0.35 -0.20
H 4.3619 1.5864 0.5215 -0.09 0.10 0.19
H 4.1813 0.2861 -0.6071 0.25 -0.24 -0.02
H 4.2215 -1.1966 2.5928 -0.17 -0.13 0.17
C 1.9524 4.5044 -3.7003 -0.21 -0.40 -1.32
C 0.8131 4.4318 -2.6748 1.34 -0.37 0.84
C -0.3543 5.3074 -3.0073 -0.02 -0.09 -0.85
O 0.4265 3.0620 -2.3213 0.92 0.99 -1.33
H 2.9302 4.7270 -3.2731 -0.09 -0.52 0.26
H 1.8243 5.3079 -4.4256 -0.45 0.24 0.10
H 2.0104 3.6240 -4.3403 0.15 -0.26 0.24
H 1.3955 4.8470 -1.8524 -0.76 0.09 0.98
H -0.8654 4.8938 -3.8767 -0.38 -0.29 0.13
H 0.0324 6.2444 -3.4081 -0.12 0.33 0.57
H -1.0390 5.4266 -2.1677 -0.06 0.17 -0.23
H -0.2809 3.1089 -1.6740 -0.19 0.12 0.33
C -3.5860 -1.0652 3.1634 1.65 0.17 -1.16
C -5.0182 -0.8726 2.7946 0.50 0.39 0.36
O -5.4596 -1.7429 1.7644 -0.02 0.33 0.15
O -2.6990 -0.8225 2.0206 -2.15 -0.11 0.73
H -3.4591 -2.0715 3.5625 0.26 -0.23 -0.01
H -3.3096 -0.3509 3.9389 -0.17 0.01 0.28
H -5.1248 0.1721 2.5025 -0.46 -0.17 -0.49
H -5.5396 -1.0065 3.7423 -0.60 -0.10 -0.08
H -5.2306 -2.6451 1.9992 0.03 -0.13 0.05
H -1.8687 -1.2831 2.1622 0.80 -0.07 0.02
C 4.4212 -0.4318 -3.4971 -0.83 0.84 -0.73
C 2.9528 0.1052 -3.2210 1.56 -0.03 0.55
O 2.9438 1.4967 -2.8563 0.78 -0.56 -0.44
O 4.9372 -0.0335 -4.7796 -0.37 -0.32 0.17
H 4.4112 -1.5217 -3.5002 -0.26 -0.01 -0.13
H 5.1805 -0.1463 -2.7691 -0.45 0.29 0.54
H 2.5767 -0.4538 -2.3642 -0.23 -0.36 -0.02
H 2.3252 -0.0541 -4.0979 0.08 -0.23 -0.08
H 2.0302 1.7916 -2.8481 -0.40 0.21 0.14
H 4.7981 0.9109 -4.8818 -0.04 0.14 0.12
C -5.8631 -0.3402 -1.5359 -0.49 -0.68 0.89
C -4.5852 0.4078 -1.2192 -1.03 0.37 0.59
O -3.5124 -0.4257 -0.8522 0.32 0.09 -0.51
O -6.7390 -0.4919 -0.3486 0.47 0.81 -2.04
H -5.6189 -1.3247 -1.9348 0.07 -0.18 0.01
H -6.3715 0.1804 -2.3474 -0.60 0.11 0.47
H -4.8799 1.0335 -0.3767 0.20 0.31 0.19
H -4.3351 1.1047 -2.0191 0.50 -0.38 -0.20
H -3.6337 -0.6719 0.0678 0.30 -0.11 0.52
H -6.3416 -1.1033 0.2757 0.34 -0.21 0.08
C -1.8460 -4.1750 0.0059 0.03 -0.45 0.14
C -2.6856 -3.5248 -1.1107 0.63 -0.20 1.70
O -1.9021 -2.5946 -1.8443 -0.33 -1.39 -0.46
O -1.0275 -5.3155 -0.4276 -0.33 1.29 0.58
H -2.4543 -4.5086 0.8466 -0.59 -0.33 -0.17
H -1.2121 -3.4425 0.5057 0.56 -0.02 -0.53
H -3.5842 -3.1008 -0.6627 0.16 0.68 0.20
H -3.1325 -4.4038 -1.5753 0.36 0.16 -1.52
H -2.2146 -1.6990 -1.6962 -0.57 0.21 0.31
H -1.5283 -5.9349 -0.9635 -0.25 0.16 -0.05
C 2.0951 -3.7988 -0.0229 -0.67 -0.34 -0.60
C 2.4550 -4.3569 1.3271 0.09 0.06 0.69
O 3.6444 -5.1255 1.4056 -0.10 0.11 -0.30
O 1.5950 -4.8147 -0.9036 1.02 0.39 0.39
H 2.9030 -3.2879 -0.5467 0.22 -0.08 0.26
H 1.2986 -3.0722 0.1374 -0.01 0.34 0.04
H 1.6477 -4.9931 1.6901 -0.48 0.01 -0.16
H 2.5234 -3.5630 2.0709 0.28 0.29 -0.04
H 3.3996 -5.9285 0.9399 0.42 -0.29 -0.16
H 0.6824 -4.9337 -0.6304 -0.53 -0.42 -0.30
```
Positions in Å, forces in eV/Å.

***

Computed ΔE to the lowest compared entry with this formula, charge and spin, in the same sequence as the records: 4374.6 59.1 kJ/mol.